160
Properties=species:S:1:pos:R:3:mulliken_charge:R:1 method="wB97M-V/def2-TZVPD" homo_energy_ev=-7.941 de_lowest_kj_mol=122.2 charge=0 spin_multiplicity=1 fmax_ev_per_a=3.51 orbital_gap_ev=8.226 smiles="CCN(CC)CC.CCN(CC)CC.CCN(CC)CC.CCN(CC)CC.CCN(CC)CC.CC(C)=O.CC(C)=O.CC(C)=O.CC(C)=O.CC(C)=O" lumo_ev=0.3
C -9.58 3.06 2.92 -1.43
C -9.74 1.86 1.99 -0.26
N -8.75 1.83 0.90 0.03
C -7.31 2.18 1.24 -0.37
C -6.23 2.03 0.21 -1.41
C -8.89 0.64 0.08 -0.82
C -8.63 -0.80 0.68 -1.04
H -9.57 4.02 2.40 0.34
H -8.69 3.02 3.54 0.34
H -10.48 3.12 3.54 0.41
H -9.72 0.93 2.55 0.31
H -10.70 2.01 1.49 0.32
H -7.29 3.16 1.71 0.40
H -7.06 1.47 2.03 0.39
H -6.47 2.59 -0.70 0.34
H -5.26 2.37 0.57 0.39
H -6.07 0.99 -0.07 0.29
H -8.27 0.81 -0.80 0.44
H -9.95 0.61 -0.18 0.38
H -7.62 -0.79 1.09 0.24
H -8.58 -1.58 -0.08 0.39
H -9.42 -1.06 1.38 0.33
C -3.05 -6.95 -2.11 -1.03
C -1.54 -6.93 -1.56 -0.76
N -1.43 -7.13 -0.13 -0.09
C -2.12 -5.86 0.40 -0.51
C -1.72 -5.57 1.90 -1.24
C -2.00 -8.37 0.42 -0.18
C -1.26 -9.59 -0.24 -1.37
H -2.99 -7.17 -3.18 0.36
H -3.52 -5.97 -2.15 0.32
H -3.70 -7.64 -1.57 0.27
H -0.89 -7.67 -2.04 0.39
H -0.91 -6.10 -1.88 0.48
H -1.87 -4.95 -0.14 0.44
H -3.20 -5.81 0.30 0.30
H -0.67 -5.34 2.09 0.31
H -2.15 -4.71 2.40 0.40
H -1.94 -6.47 2.48 0.28
H -3.05 -8.53 0.18 0.21
H -1.80 -8.36 1.49 0.33
H -1.40 -10.49 0.36 0.41
H -0.17 -9.51 -0.33 0.36
H -1.56 -9.78 -1.27 0.31
C 8.00 -3.08 0.06 -1.20
C 9.22 -3.93 -0.35 -0.35
N 9.10 -4.64 -1.71 0.02
C 10.11 -5.70 -1.90 -0.38
C 9.90 -6.80 -0.90 -1.42
C 9.01 -3.75 -2.90 -0.69
C 10.19 -2.91 -3.38 -1.12
H 8.22 -2.45 0.92 0.37
H 7.13 -3.70 0.26 0.29
H 7.77 -2.42 -0.78 0.30
H 10.15 -3.37 -0.32 0.36
H 9.26 -4.69 0.43 0.28
H 10.07 -6.15 -2.89 0.44
H 11.15 -5.37 -1.80 0.27
H 10.44 -7.72 -1.15 0.41
H 10.33 -6.54 0.06 0.33
H 8.85 -7.03 -0.72 0.34
H 8.10 -3.17 -2.76 0.40
H 8.88 -4.48 -3.70 0.38
H 9.90 -2.46 -4.33 0.39
H 11.15 -3.36 -3.63 0.31
H 10.46 -2.18 -2.61 0.29
C -5.84 2.47 9.90 -1.40
C -4.90 2.35 8.73 -0.33
N -3.82 3.31 8.84 0.00
C -4.27 4.65 8.33 -0.26
C -3.19 5.63 8.61 -1.40
C -2.57 2.86 8.28 -0.81
C -2.50 2.94 6.76 -0.92
H -6.70 3.12 9.76 0.34
H -5.39 2.84 10.83 0.35
H -6.35 1.56 10.19 0.41
H -4.53 1.33 8.86 0.39
H -5.47 2.40 7.80 0.23
H -5.09 4.97 8.97 0.45
H -4.57 4.82 7.30 0.27
H -2.49 5.64 7.77 0.26
H -2.64 5.47 9.54 0.35
H -3.57 6.65 8.57 0.41
H -1.68 3.25 8.77 0.37
H -2.45 1.85 8.69 0.45
H -1.94 2.28 6.10 0.36
H -3.50 2.96 6.31 0.25
H -2.04 3.89 6.50 0.23
C 7.13 5.75 4.41 -1.11
C 6.05 4.98 3.64 -0.57
N 4.74 4.85 4.36 0.20
C 3.83 5.97 4.48 -0.34
C 3.43 6.22 3.04 -1.27
C 4.81 4.12 5.61 -0.63
C 5.51 2.79 5.34 -1.32
H 6.82 6.78 4.57 0.29
H 8.11 5.91 3.95 0.42
H 7.29 5.29 5.38 0.26
H 5.97 5.54 2.71 0.17
H 6.56 4.05 3.39 0.35
H 3.02 5.77 5.18 0.43
H 4.35 6.87 4.80 0.19
H 4.16 6.41 2.25 0.30
H 2.75 5.44 2.70 0.28
H 2.86 7.14 2.90 0.42
H 3.82 3.78 5.90 0.43
H 5.26 4.71 6.41 0.43
H 4.78 2.25 4.74 0.31
H 5.63 2.44 6.36 0.38
H 6.54 2.71 4.99 0.37
C 1.46 0.12 -0.55 -0.97
C 1.19 -0.67 -1.81 0.72
O 0.11 -0.50 -2.43 -0.58
C 2.30 -1.58 -2.33 -0.96
H 0.97 -0.37 0.29 0.27
H 1.00 1.11 -0.61 0.32
H 2.50 0.31 -0.29 0.30
H 1.77 -2.06 -3.15 0.29
H 2.55 -2.35 -1.61 0.33
H 3.12 -1.00 -2.76 0.29
C -5.08 0.15 -6.43 -1.05
C -5.82 0.72 -7.67 0.78
O -5.24 1.54 -8.34 -0.55
C -7.21 0.39 -8.01 -0.94
H -5.37 0.52 -5.45 0.27
H -3.99 0.28 -6.39 0.32
H -5.18 -0.94 -6.42 0.30
H -7.34 0.62 -9.07 0.30
H -7.87 1.02 -7.42 0.26
H -7.38 -0.65 -7.75 0.32
C -2.33 6.17 -4.37 -0.98
C -0.96 5.76 -4.86 0.74
O -0.13 5.47 -3.99 -0.57
C -0.71 5.61 -6.33 -0.96
H -3.05 5.88 -5.13 0.31
H -2.34 7.26 -4.37 0.26
H -2.60 5.91 -3.35 0.32
H -1.57 5.85 -6.96 0.32
H -0.44 4.59 -6.63 0.30
H 0.11 6.30 -6.54 0.27
C 5.27 3.55 -4.69 -0.93
C 6.08 2.99 -3.59 0.77
O 6.92 2.09 -3.79 -0.60
C 5.88 3.58 -2.23 -1.00
H 4.41 4.09 -4.29 0.30
H 4.87 2.72 -5.27 0.30
H 5.95 4.20 -5.26 0.27
H 6.38 4.54 -2.14 0.27
H 6.28 2.89 -1.49 0.30
H 4.80 3.67 -2.09 0.32
C -1.40 -5.63 -10.60 -0.98
C -1.20 -5.37 -9.11 0.68
O -2.21 -5.11 -8.44 -0.57
C 0.20 -5.26 -8.52 -0.87
H -2.44 -5.77 -10.89 0.30
H -0.87 -6.57 -10.76 0.30
H -0.90 -4.92 -11.26 0.29
H 0.48 -4.21 -8.57 0.26
H 0.86 -5.94 -9.06 0.31
H 0.07 -5.68 -7.52 0.28